[1]
ORCA calculation (ωB97M-V with the def2-TZVPD basis set) on a 2-piece molecular cluster, C2H6O2S2 overall.

```
12
Properties=species:S:1:pos:R:3:nbo_charge:R:1
H 1.692 0.447 -1.201 0.14
O -1.723 -1.189 -0.631 -0.74
O -1.709 0.504 0.925 -0.39
H 1.492 -0.780 1.804 0.22
C 1.290 0.075 1.211 -0.67
H 2.094 0.802 1.435 0.22
S 1.504 -0.699 -0.489 -0.11
H -3.584 -1.756 -0.329 0.12
H 0.320 0.413 1.250 0.24
S -3.919 -0.555 0.119 0.30
H -0.761 -1.153 -0.655 0.50
C -2.276 -0.330 0.275 0.18
```

Values from the calculation:
Net charge: 0
Spin multiplicity: 3
LUMO level (spin up / spin down) (eV): 0.7 / -3.7
Gap between HOMO and LUMO (spin up / spin down) (eV): 5.627 / 5.862
HOMO energy (spin up / spin down) (eV): -5.0 / -9.6

=====

[2]
ORCA calculation (ωB97M-V with the def2-TZVPD basis set) on an isolated molecule of C5H10O.

```
16
Properties=species:S:1:pos:R:3:nbo_charge:R:1
C -0.851 0.383 1.106 -0.59
H -1.084 0.311 2.176 0.24
H 2.085 -1.888 -0.494 0.17
H -0.560 -1.763 0.976 0.17
C 0.037 1.555 0.856 0.20
H -1.788 0.332 0.526 0.18
H 0.601 -2.807 -0.879 0.16
H 0.427 2.897 -0.787 0.23
H -1.032 3.093 0.167 0.27
H 1.312 -1.709 -2.092 0.20
C -0.388 2.334 -0.321 -0.79
H 0.915 -0.840 1.385 0.18
C 0.005 -0.840 0.766 -0.04
O 0.336 -0.763 -0.601 -0.55
C 1.121 -1.847 -1.026 -0.25
H -1.002 1.818 -1.078 0.20
```

Values from the calculation:
Net charge: 0
LUMO level (eV): 0.4
Gap between HOMO and LUMO (eV): 8.562
HOMO energy (eV): -8.1

=====

[3]
ORCA calculation (ωB97M-V with the def2-TZVPD basis set) on an isolated molecule of C3H7NO3.

```
14
Properties=species:S:1:pos:R:3:nbo_charge:R:1
O -0.538 -1.344 -1.495 -0.46
H 1.282 1.814 -0.277 0.22
C 1.338 0.739 -0.130 -0.68
H -1.704 1.390 -0.282 0.24
O 0.115 -1.199 1.002 -0.79
C -1.433 0.344 -0.229 -0.33
H -2.233 -0.302 0.150 0.23
H -0.607 -1.762 -0.580 0.50
H 1.040 -1.481 1.027 0.49
O -0.057 0.903 1.905 -0.56
N -0.841 -0.068 -1.421 0.08
H 1.474 0.243 -1.087 0.22
C 0.011 0.237 0.875 0.64
H 2.155 0.486 0.543 0.20
```

Values from the calculation:
Net charge: 0
LUMO level (spin up / spin down) (eV): -0.9 / -1.9
Gap between HOMO and LUMO (spin up / spin down) (eV): 8.469 / 7.066
HOMO energy (spin up / spin down) (eV): -9.4 / -8.9

=====

[4]
ORCA calculation (ωB97M-V with the def2-TZVPD basis set) on a 3-piece molecular cluster, C23H29F3IN5O9 overall.

```
70
Properties=species:S:1:pos:R:3:nbo_charge:R:1
C -1.856 -1.942 -0.778 -0.46
H -3.304 -4.023 -0.005 0.22
H -2.903 2.830 2.307 0.27
H -3.331 -3.877 2.501 0.17
C -2.982 3.380 7.452 -0.49
F 3.142 -2.145 -4.360 -0.34
H 4.635 -0.112 -3.926 0.19
C 0.062 5.179 -0.580 0.78
N 0.429 -0.818 -2.625 -0.33
H -0.416 2.067 5.257 0.37
C -0.010 0.099 -1.521 0.11
C -0.839 2.792 3.497 0.10
O 0.342 6.447 -0.189 -0.54
H -1.599 4.085 1.781 0.24
C 0.675 1.556 -1.291 0.17
O -1.153 3.972 8.758 -0.37
H -3.601 3.187 8.330 0.24
C 3.547 -5.412 -3.282 -0.48
C 0.064 2.469 -0.030 -0.03
O -0.803 4.965 -1.758 -0.72
H 3.686 -4.410 -3.694 0.24
C 1.543 -0.252 -3.461 0.02
H 5.473 1.577 -4.160 0.22
C -1.734 2.949 2.119 -0.53
O -0.894 2.361 7.277 -0.39
C 2.062 -1.197 -4.734 0.98
F 2.338 -0.408 -5.969 -0.31
O 3.339 1.626 -4.023 -0.53
O -4.994 -3.109 3.641 -0.55
H 6.093 1.393 -1.851 0.22
H -4.045 -1.016 -0.892 0.23
I -3.516 -0.166 2.013 0.25
H 0.099 3.491 3.600 0.17
N 4.449 -5.580 -2.111 0.52
H -4.384 -4.013 -1.554 0.22
C -3.438 -1.966 -1.208 -0.42
H 3.816 -6.172 -4.018 0.24
F 0.869 -2.059 -5.074 -0.34
O 4.410 -6.670 -1.529 -0.37
C -1.863 0.483 0.705 -0.21
N -1.560 3.224 7.861 0.53
C -1.234 -0.435 -0.530 0.03
H 0.657 4.238 1.431 0.26
H -3.456 -2.041 -2.399 0.22
C -4.507 -3.699 2.531 0.61
H -1.698 4.576 -1.497 0.50
C 4.929 1.163 -1.982 -0.46
H -1.223 -2.569 -1.538 0.26
H 4.371 2.035 -1.437 0.24
H 3.517 -0.464 -1.219 0.21
C 2.203 1.200 -3.139 0.51
C -5.401 -3.182 0.316 -0.09
H -6.357 -3.437 -0.349 0.21
C 0.751 3.962 0.277 -0.56
O 5.168 -4.621 -1.808 -0.37
C 4.689 -0.326 -1.305 -0.63
C -1.173 1.971 0.928 0.01
N -1.165 1.926 4.518 -0.60
H 1.908 3.809 0.052 0.29
H 5.115 -1.169 -2.034 0.22
H -5.548 -2.076 0.684 0.20
H 5.242 -0.337 -0.270 0.23
H -1.770 -2.499 0.275 0.22
C -4.068 -3.382 -0.618 -0.45
H 2.522 -5.545 -2.930 0.24
O -5.418 -4.130 1.457 -0.56
C 4.601 1.014 -3.581 -0.09
N 1.810 2.170 -2.060 -0.40
H -3.202 2.662 6.659 0.24
H -3.111 4.403 7.092 0.24
```

Values from the calculation:
Net charge: 0
SMILES: [H]/N=C/Cc1c(I)c(CCCCOC=O)c2nc(C(F)(F)F)c(OCCC)nc2c1CC(=O)O.C[N+](=O)[O-].C[N+](=O)[O-]
LUMO level (eV): -2.2
Gap between HOMO and LUMO (eV): 6.674
HOMO energy (eV): -8.9

=====

[5]
ORCA calculation (ωB97M-V with the def2-TZVPD basis set) on C58H47NO6P2S3W as an isolated structure.

```
118
Properties=species:S:1:pos:R:3:mulliken_charge:R:1
H -1.221 2.561 -0.787 -0.40
C 0.326 4.638 2.730 -0.26
H -3.649 -1.029 2.724 0.50
C -3.362 -4.198 -1.467 -0.90
C 1.220 0.519 -3.967 -2.47
O 3.463 1.085 0.024 -0.56
H -3.002 3.989 -1.795 0.27
C -2.300 1.048 -2.841 0.19
H 0.202 -2.520 4.844 0.12
W 1.430 0.587 -0.536 0.30
H -1.951 -2.157 -3.827 0.71
H -0.239 5.287 4.644 0.36
H 0.909 0.773 -5.009 0.73
C -1.787 -4.243 3.586 -0.58
H -0.585 5.043 2.285 0.34
H -1.408 -5.210 -1.496 0.43
H 0.862 -5.077 -5.381 0.37
C 2.676 3.650 3.983 -0.70
H 2.737 4.739 -0.184 0.66
C 1.666 -3.594 -4.112 -1.25
C -2.666 0.900 -5.615 -1.17
C -0.420 1.273 5.127 -0.73
H 3.175 2.917 0.032 0.60
H -3.021 6.370 -1.344 0.44
C -3.188 -1.942 -0.665 -1.82
C 0.500 -0.577 3.855 0.37
C -0.949 -2.541 -3.931 0.03
C -1.089 3.627 -0.838 0.87
H -1.229 -1.727 6.535 0.43
C 2.527 3.583 2.604 -0.52
H 2.432 2.163 -5.379 0.54
C -1.095 0.374 6.009 -1.03
H 2.261 -5.698 4.605 0.37
H -0.470 2.333 5.299 0.38
H -0.688 -3.947 1.774 0.12
H 3.231 3.042 1.985 0.48
C -1.979 -4.303 -1.255 -0.56
C 1.091 3.488 0.438 3.14
H 2.131 -1.875 -2.915 0.38
C 1.312 3.996 1.952 -0.44
H -2.121 1.179 -1.799 0.87
P 1.399 -1.128 2.418 1.83
H 3.714 4.175 -4.791 0.46
S -2.271 0.631 1.169 -0.66
H -3.638 -0.984 -0.560 0.55
C 2.456 3.676 -0.328 -2.21
C -1.218 -3.285 -0.741 0.14
H -3.911 -5.011 -1.913 0.46
C -1.319 0.416 -3.667 -0.21
C 3.080 3.725 -4.072 -1.07
H -1.178 -0.549 -5.661 0.43
H 1.869 -3.057 0.309 0.30
N 1.820 2.158 -2.112 1.23
O 0.158 0.015 -1.781 -0.17
C 1.893 -2.951 2.489 0.33
C 1.836 -3.662 1.238 -0.29
C -0.917 6.450 -0.834 -0.94
C -0.700 -3.798 -4.483 -0.90
H 1.877 -5.602 0.260 0.39
H -2.714 0.921 -6.713 0.40
H 2.261 -6.760 2.424 0.43
H -4.432 1.831 -2.985 0.49
O 0.743 2.085 0.396 0.52
H -0.802 7.510 -0.880 0.46
H -4.594 -2.607 4.439 0.35
C -1.355 -3.473 2.510 -0.38
H 3.591 3.263 4.524 0.27
C 0.622 -4.205 -4.738 -0.88
C 1.354 -2.349 -3.471 -0.05
H 1.031 6.092 0.177 0.24
C 0.156 5.649 -0.350 -0.11
C 2.396 3.407 -1.761 0.33
C 0.051 -0.231 -3.197 2.34
H 3.497 5.105 -2.455 0.45
C 0.023 -1.437 4.858 -0.55
C -1.855 -2.120 -0.267 1.26
O 4.783 1.010 -2.121 -0.74
O 5.099 -0.772 -0.354 -0.65
O 3.007 -0.533 -1.515 -0.57
H -5.014 -2.963 -1.123 0.48
C -2.106 4.449 -1.312 -0.72
C -1.954 -2.212 2.362 1.40
C 1.954 -5.031 1.212 -0.46
C 0.214 0.794 4.010 0.23
C -1.662 0.174 -4.997 -0.08
C -3.565 1.421 -3.482 -1.52
H 0.441 1.420 3.096 0.03
C 0.152 -1.721 -3.598 -0.16
C -3.030 -4.060 4.248 -1.01
C 0.523 4.756 4.099 -0.78
H -1.513 -4.531 -4.736 0.37
H -1.734 0.762 6.763 0.49
C 2.121 -5.713 2.445 -0.46
H -0.175 -3.416 -0.531 0.06
C 3.083 4.139 -2.740 -0.97
C -2.099 5.835 -1.144 -0.86
P -1.278 -1.110 1.085 1.50
S 3.090 0.059 2.516 -0.57
C 0.545 -0.784 0.895 0.11
C 2.300 2.627 -4.435 -1.08
C 1.644 4.176 4.760 -0.71
C 2.163 -5.088 3.670 -0.91
H 1.601 4.108 5.808 0.51
C -0.783 -0.988 5.878 -0.75
C -3.187 -1.980 2.960 -0.74
C 0.033 4.283 -0.292 -0.41
C -3.664 1.356 -4.871 -0.53
H 2.352 -3.199 4.668 0.58
H 2.116 -0.081 -3.997 0.63
H -4.550 1.870 -5.284 0.31
C 1.725 1.837 -3.400 1.13
C -3.691 -2.887 3.892 -0.67
C 2.183 -3.659 3.680 0.09
C -3.948 -2.994 -1.155 -1.08
H -1.264 -5.180 3.886 0.35
H 2.667 -3.981 -3.995 0.52
H -3.481 -4.832 4.816 0.53
S 4.251 0.217 -1.008 1.24
```

Values from the calculation:
Net charge: 0
LUMO level (spin up / spin down) (eV): -1.8 / -1.8
Gap between HOMO and LUMO (spin up / spin down) (eV): 5.478 / 5.483
HOMO energy (spin up / spin down) (eV): -7.3 / -7.3

=====

[6]
ORCA calculation (ωB97M-V with the def2-TZVPD basis set) on C26H30O5 as an isolated structure.

```
61
Properties=species:S:1:pos:R:3:nbo_charge:R:1
H -0.488 -1.079 2.363 0.21
H -1.073 0.206 -3.331 0.55
H -5.320 -1.173 -1.837 0.21
H -0.463 -1.308 0.675 0.21
H -3.045 2.509 0.257 0.19
H -4.086 1.448 0.997 0.20
O 2.121 2.447 0.986 -0.51
H 1.596 0.050 2.329 0.19
C 2.406 2.456 -0.410 0.05
C -2.477 -0.218 -0.412 -0.02
H 3.748 0.833 1.201 0.19
C -2.823 -0.421 1.979 -0.05
H 4.657 2.123 -0.325 0.20
C 4.476 -0.984 0.174 -0.17
C 5.071 -1.200 -0.942 0.16
H 2.197 3.303 -0.863 0.18
H 1.735 -1.754 1.674 0.22
H -2.234 -2.230 -2.119 0.23
C -3.515 -1.293 -0.854 -0.10
C -4.589 -0.580 -1.717 -0.54
C -0.730 0.889 1.109 -0.29
H -3.944 -0.582 -2.817 0.20
C 1.430 -0.777 1.518 -0.41
H -4.740 0.380 -1.193 0.21
C 1.400 1.668 0.207 0.32
H 0.643 3.801 -0.028 0.22
C 5.526 -2.686 0.491 0.04
H -2.120 -2.874 -0.411 0.24
H 5.127 -0.609 -1.800 0.18
C 4.694 -1.876 0.945 -0.24
H -2.461 0.006 3.006 0.20
O 0.050 1.567 -2.435 -0.56
H 6.016 -3.538 0.724 0.20
H 2.313 -0.401 -1.808 0.20
C -2.216 0.576 0.900 -0.01
C -0.063 -0.447 1.350 -0.38
H -4.195 -1.700 2.952 0.26
C -0.406 3.162 0.109 -0.52
O 5.890 -2.192 -0.939 -0.41
C -3.233 1.942 0.975 -0.53
H 4.276 -1.862 2.201 0.22
C -1.694 0.110 -1.305 0.20
H -1.052 3.331 -0.529 0.16
C -4.311 -1.283 0.574 0.49
H -0.761 3.266 1.241 0.20
C -2.892 -2.461 -1.082 -0.64
H 2.291 -1.638 -0.984 0.18
O -5.405 -2.022 0.268 -0.58
C 2.122 0.081 0.279 0.00
O -1.684 -0.122 -2.539 -0.74
C -0.018 1.572 0.044 -0.20
H 0.804 -1.040 -1.102 0.19
C -3.787 -1.271 1.847 -0.36
H -0.671 1.316 1.967 0.21
C 3.494 0.315 0.537 -0.19
H -3.061 2.345 1.820 0.19
H 3.913 1.376 -1.506 0.16
C 1.935 -0.826 -0.986 -0.57
C -0.490 1.187 -1.450 0.64
C 3.810 1.389 -0.610 -0.34
H -3.691 -3.205 -1.363 0.24
```

Values from the calculation:
Net charge: 0
LUMO level (eV): -0.1
Gap between HOMO and LUMO (eV): 8.563
HOMO energy (eV): -8.7

=====

| no. | largest force on an atom (eV/Å) | energy (hartree) |
| --- | --- | --- |
| 1 | 6.56 | -1026.44074 |
| 2 | 0.42 | -271.59605 |
| 3 | 4.88 | -398.80272 |
| 4 | 9.13 | -2441.11857 |
| 5 | 4.28 | -4688.87684 |
| 6 | 18.44 | -1384.02971 |